(1)
C32H50BeN7OP2 | wB97M-V/def2-TZVPD

Element x y z (Å)
P  1.0321  2.2029  0.0360
P  -0.1786  -2.4522  0.8423
O  1.9056  0.0476  1.6752
N  -2.2413  0.1835  4.2389
N  -3.3604  0.2045  5.0593
N  -2.2232  -0.4471  3.0634
N  -1.3506  1.2016  4.3527
N  1.7411  -0.4396  -0.6348
N  -1.1344  0.0974  2.4257
N  -1.1061  0.1511  -0.5482
C  -1.5461  1.0743  -5.3048
C  -1.2751  -4.8265  -0.3128
C  0.6519  -2.5204  3.4643
C  -0.1384  -3.3909  2.4731
C  0.5518  -4.7579  2.3728
C  3.0128  -2.1091  -1.6786
C  2.1206  -1.7362  -0.6840
C  3.8701  1.8907  -0.0404
C  -0.5732  4.0333  -1.5145
C  2.9304  3.4831  1.5947
C  2.5724  -0.0460  -2.8366
C  -3.5862  0.7206  -4.0345
C  -2.9377  0.9619  -5.2530
C  -0.7860  0.9727  -4.1350
C  -1.6550  3.1155  0.5302
C  -0.3267  3.6092  -0.0605
C  2.9517  4.0417  -0.9018
C  1.2864  0.2816  0.6090
C  -0.6615  1.0721  3.2317
C  1.7908  0.3470  -1.7674
C  -0.7711  0.7111  -1.5980
C  -0.9365  -2.8740  -1.8235
C  1.5751  -2.7251  0.3044
C  -1.3301  -3.2947  -0.4027
C  -2.8321  0.6198  -2.8628
C  3.2486  -1.2561  -2.7565
C  0.1028  4.8350  0.7511
C  0.9428  1.5120  -1.6410
C  2.7650  2.9435  0.1625
C  -2.7576  -2.7906  -0.1178
C  -1.4446  0.7896  -2.9070
C  -1.5715  -3.5521  2.9934
Be  -0.6006  -0.3330  0.8808
H  -2.0514  2.2396  0.0112
H  3.9698  3.8172  1.7235
H  -2.1558  -4.2802  2.4142
H  -3.2912  0.4276  -1.8891
H  -3.4466  -3.2924  -0.8137
H  3.7966  1.0775  0.6901
H  3.4707  -3.0922  -1.6157
H  -3.7334  -0.7322  5.1586
H  0.6049  -2.9980  4.4540
H  -1.5632  2.8744  1.5964
H  0.9503  2.2042  -2.4767
H  0.2329  4.5962  1.8150
H  1.0104  5.3081  0.3612
H  0.0804  -3.1940  -2.0879
H  -3.1105  0.6406  5.9392
H  -1.0172  -1.7887  -1.9528
H  1.7067  -2.4162  3.1829
H  -3.0867  -3.0145  0.9055
H  2.4184  3.8344  -1.8399
H  0.6227  -5.1664  3.3916
H  -1.8647  -5.2305  -1.1501
H  -2.3978  3.9226  0.4303
H  -0.6994  5.5880  0.6841
H  -1.6392  -3.3418  -2.5326
H  0.3362  4.3896  -2.0148
H  -2.1014  -2.5928  3.0128
H  2.7303  2.6932  2.3324
H  -0.2520  -5.2098  -0.4212
H  0.3030  1.0235  -4.1725
H  1.6403  -3.7360  -0.1326
H  3.9295  -1.5514  -3.5524
H  0.1816  1.7163  2.9881
H  -2.8273  -1.7058  -0.2758
H  0.2107  -1.5224  3.5443
H  -1.0256  3.2284  -2.1077
H  2.6525  0.6160  -3.7037
H  2.2803  4.3360  1.8113
H  -3.5269  1.0583  -6.1660
H  2.6628  5.0353  -0.5377
H  -1.2850  4.8738  -1.5081
H  -4.6651  0.6159  -3.9778
H  -0.0129  -5.4770  1.7705
H  1.5707  -4.6855  1.9750
H  2.2081  -2.7204  1.2079
H  -1.5155  -3.9269  4.0276
H  4.8347  2.3988  0.1205
H  4.0204  4.0950  -1.1603
H  -1.0384  1.2451  -6.2554
H  -1.7249  -5.2162  0.6083
H  3.8802  1.4839  -1.0574

largest force on an atom = 4.69 eV Å⁻¹
total charge = +1
orbital gap (spin up / spin down) = 5.20 / 5.22 eV
HOMO energy (spin up / spin down) = -7.94 / -7.99 eV
energy above the lowest of the compared OMol25 structures with the same formula, charge and spin = 51.40 kJ/mol

---

(2)
C4H6O2 | wB97M-V/def2-TZVPD

Element x y z (Å)
O  0.6152  0.0005  1.3312
O  -0.7207  -2.1208  -1.2272
C  0.4489  -0.6451  0.0800
C  0.0845  1.2145  0.7768
C  0.3413  0.7135  -0.6521
C  -0.8315  -1.5014  -0.1977
H  -0.4543  0.7999  -1.3963
H  1.3008  -1.2991  -0.1652
H  1.2834  1.0829  -1.0746
H  -1.8132  -1.6446  0.3405
H  0.6239  2.0942  1.1323
H  -0.9835  1.2928  1.0193

largest force on an atom = 1.29 eV Å⁻¹
orbital gap = 10.39 eV
HOMO energy = -9.56 eV
energy above the lowest of the compared OMol25 structures with the same formula, charge and spin = 223.06 kJ/mol

---

(3)
C34H64EuN11OS2Sb | wB97M-V/def2-TZVPD

Element x y z (Å)
Eu  -1.5911  0.2566  0.8654
Sb  6.8268  -0.2779  -1.3108
S  -0.2621  -0.5854  -2.4082
S  -0.0578  -4.7445  1.8626
O  -1.3964  0.0854  -1.5215
N  -2.8184  2.5409  1.0638
N  -1.1089  -2.4038  1.6971
N  -4.9923  2.9398  0.2030
N  -1.1583  -0.5474  4.6756
N  -3.5449  -1.4582  0.4951
N  -1.5345  1.3235  3.2545
N  0.3430  1.0412  4.7050
N  -3.2913  2.9580  -1.1780
N  2.2527  0.4219  0.0463
N  -4.4762  -3.4874  0.7464
N  1.0208  0.9550  0.5909
C  8.0172  1.1556  -2.5685
C  -3.0453  2.9548  2.4824
C  -2.4267  -1.2185  4.4018
C  8.2853  -1.9025  -1.5251
C  7.3975  0.3577  0.7162
C  0.0170  -3.0041  2.0336
C  1.0307  2.2870  4.4389
C  7.2341  2.5088  -2.7838
C  -6.6468  -3.0766  -0.5891
C  -4.8104  -1.5013  -0.1493
C  0.1190  -3.3419  -3.2131
C  -5.8054  3.2636  1.3706
C  -3.6510  2.8639  0.1054
C  1.4147  -3.3684  -2.3729
C  -1.6544  -4.5793  1.3409
C  -5.4012  -0.5985  -1.0265
C  0.0761  1.3642  -4.3546
C  -0.8526  0.6722  4.1699
C  -4.3725  3.0876  -2.0819
C  -5.5864  2.9965  -1.1542
C  -0.6000  0.0006  -4.0732
C  -3.3820  -2.7352  0.9840
C  -1.9649  3.2492  -1.6474
C  -0.8937  -2.3517  -2.5709
C  6.9202  -0.5956  1.7499
C  -2.0866  -3.2866  1.2988
C  -1.7547  2.7491  3.2595
C  -7.2010  -2.1694  -1.4924
C  0.8469  0.0519  5.6528
C  -5.4602  -2.7294  0.0594
C  1.5765  1.3806  -3.8348
C  8.2396  -2.6255  -2.8586
C  -0.1709  -1.1649  5.5202
C  -6.5807  -0.9639  -1.7481
H  2.1139  -4.1467  -2.6208
H  8.8096  -2.0778  -3.6578
H  7.7943  -2.5780  -0.8256
H  -5.2849  3.9698  2.0701
H  7.2361  3.0606  -1.8798
H  0.9158  2.9745  5.2884
H  -0.4209  -4.3468  -3.1972
H  9.0353  1.2634  -2.1608
H  -3.2144  -0.5216  4.7329
H  -2.2374  -5.3909  0.8951
H  2.0525  2.3667  -3.7354
H  2.0164  0.1107  -0.9190
H  -7.0680  -4.0988  -0.5797
H  -1.3096  2.4324  -1.5558
H  1.7956  0.8766  -2.9110
H  -6.7208  3.8088  1.0772
H  7.6903  3.1400  -3.5949
H  -2.5052  -2.1064  5.0694
H  -0.4747  2.2544  -3.9704
H  5.7943  -0.5732  1.8143
H  -2.6796  -1.5822  3.3843
H  0.7016  2.6362  3.4681
H  8.1960  0.6170  -3.5308
H  -8.0887  -2.3994  -1.9896
H  2.1075  0.8627  -4.6528
H  -4.9047  0.3722  -1.1051
H  -1.7486  3.1910  4.2786
H  6.9458  1.3428  0.8062
H  -0.5667  -1.5608  6.4269
H  -7.0348  -0.2137  -2.3408
H  7.3496  -0.2722  2.7121
H  0.0944  1.4885  -5.4638
H  -2.1408  3.4394  -2.6847
H  8.7438  -3.6001  -2.7181
H  2.0720  2.0688  4.2842
H  1.9009  -0.2402  5.4833
H  -0.2874  -0.7842  -4.6929
H  -1.0241  3.3316  2.6908
H  0.8180  0.4398  6.6448
H  -1.1206  -2.5913  -1.5267
H  -3.9631  2.4044  2.7727
H  7.2983  -1.6469  1.6498
H  0.3374  -3.0613  -4.2443
H  -4.4372  -4.5262  0.6490
H  8.5040  0.3488  0.5964
H  -6.3018  3.8909  -1.2266
H  -6.0995  2.3593  1.9040
H  1.1580  -3.5216  -1.2776
H  0.3845  -1.9563  4.9842
H  2.5383  -0.4103  0.5978
H  9.2872  -1.7021  -1.1213
H  2.0186  -2.4054  -2.4975
H  7.1673  -2.8421  -3.2348
H  -4.3082  4.0335  -2.6024
H  -3.2381  4.0218  2.6150
H  -1.6889  -0.0969  -4.2289
H  -1.6098  4.1386  -1.1545
H  0.9244  -2.5465  2.4757
H  0.7420  1.8031  0.0588
H  6.2265  2.3858  -3.0149
H  -1.8381  -2.2264  -3.1802
H  -6.2368  2.1195  -1.2998
H  -4.5402  2.3128  -2.8602
H  1.2850  1.4126  1.4995

largest force on an atom = 3.75 eV Å⁻¹
total charge = +2
orbital gap = 6.20 eV
HOMO energy = -11.21 eV
energy above the lowest of the compared OMol25 structures with the same formula, charge and spin = 249.22 kJ/mol
2S+1 = 8

---

(4)
C2H3N3 | wB97M-V/def2-TZVPD

Element x y z (Å)
N  1.1000  0.1301  0.2638
N  0.2283  0.0060  1.1715
N  -0.9029  -0.1848  0.4525
C  -0.7466  -0.0712  -0.8402
C  0.5862  0.1521  -0.9567
H  1.2186  0.4027  -1.8256
H  -1.5209  -0.3326  -1.6213
H  -1.7127  -0.2154  1.0146

SMILES = c1c[nH]nn1
largest force on an atom = 3.77 eV Å⁻¹
orbital gap = 10.84 eV
HOMO energy = -9.94 eV
energy above the lowest of the compared OMol25 structures with the same formula, charge and spin = 111.80 kJ/mol

---

(5)
C4H10N2 | wB97M-V/def2-TZVPD

Element x y z (Å)
N  1.2634  -0.1995  -1.0458
N  -1.0213  1.1316  -0.7447
C  0.1735  1.5734  1.3040
C  -0.7237  -1.6940  0.1086
C  0.3182  -0.6337  0.3151
C  -0.0741  0.7807  0.2226
H  -1.0924  2.1284  -0.8882
H  1.4261  -0.9109  -1.7560
H  -0.8751  0.6453  -1.6191
H  0.9972  -0.8331  1.1480
H  -0.9515  -2.1864  1.0517
H  2.1480  0.1969  -0.7443
H  -0.2818  2.5462  1.4036
H  -0.3955  -2.4410  -0.6160
H  0.7665  1.2245  2.1313
H  -1.6774  -1.3285  -0.2706

SMILES = C=C(N)[C@@H](C)N
largest force on an atom = 4.83 eV Å⁻¹
orbital gap = 8.91 eV
HOMO energy = -7.83 eV
energy above the lowest of the compared OMol25 structures with the same formula, charge and spin = 210.97 kJ/mol

---

(6)
C51H51InN11O5S | wB97M-V/def2-TZVPD

Element x y z (Å)
In  -0.8159  -0.1556  -0.0799
S  0.5648  1.5140  2.6220
O  -1.1988  -5.6881  -0.2614
O  4.7665  -4.4161  -0.8522
O  3.0066  -1.7805  1.7361
O  1.9342  1.2889  2.9837
O  -0.4454  0.6780  3.2158
N  -2.8322  0.9364  1.0515
N  2.1697  2.6956  0.2445
N  0.3222  1.3530  0.9968
N  -1.2267  -0.4570  -2.4594
N  -2.8552  2.1201  -1.6082
N  1.1204  1.1425  -1.1840
N  2.4071  -3.4858  -0.4050
N  -0.6118  3.9185  -0.8186
N  1.1671  -1.5038  -0.4012
N  0.1311  -3.5777  -0.4704
N  -0.8720  7.1673  3.5069
C  -2.1144  3.0156  -2.5293
C  -3.0396  0.2489  2.1883
C  -2.5227  -1.1962  -4.3078
C  -0.8388  6.5014  -1.8193
C  -1.9324  -4.5668  -0.0100
C  6.0960  -4.8344  -1.1172
C  4.0308  -5.1724  0.0052
C  -0.1188  -0.8275  -3.1194
C  2.7472  -4.6763  0.2649
C  -3.8463  1.3366  -2.3648
C  -1.2019  -3.3615  -0.0850
C  1.1636  4.1503  3.0049
C  -3.6430  -0.1765  -2.3064
C  -5.0600  1.4030  2.6502
C  -1.3544  4.1635  -1.8990
C  3.6361  -7.0114  1.5018
C  0.8184  5.4723  3.2013
C  1.1471  2.1146  -2.2595
C  3.1964  -0.8093  0.8217
C  4.5538  1.0422  0.0228
C  1.9407  -5.3383  1.1786
C  -1.3801  -1.5955  -4.9772
C  4.4684  -6.3344  0.6136
C  -1.1704  3.5283  3.1493
C  -1.7954  -6.9488  0.0063
C  4.3475  0.0916  0.9202
C  3.7011  -1.7099  2.9898
C  -0.1473  -1.4034  -4.3725
C  -1.8243  -2.1430  0.1754
C  1.2320  -2.8019  -0.3545
C  -1.5134  4.8497  3.3473
C  -1.4837  5.4387  -2.4363
C  1.2512  1.8315  0.1005
C  2.4371  0.3464  -1.2567
C  -3.4811  2.7828  -0.4775
C  -0.1044  6.2560  -0.6729
C  -2.4228  -0.6317  -3.0416
C  2.3458  -0.7332  -0.2206
C  0.1657  3.1829  2.9673
C  -3.7237  1.8823  0.7125
C  3.0064  2.7477  -0.9747
C  -3.9135  -3.3659  0.5313
C  2.3819  -6.5084  1.7902
C  -3.2772  -4.5742  0.2768
C  -0.0174  4.9498  -0.2146
C  -4.8495  2.1271  1.4902
C  -0.5241  5.8424  3.3663
C  2.1425  2.9792  -2.1899
C  3.6363  1.3161  -1.1312
C  -3.1922  -2.1881  0.4940
C  -4.1274  0.4491  3.0146
H  0.7716  -1.7044  -4.8568
H  -3.4990  -1.3220  -4.7585
H  -4.9733  -3.3539  0.7566
H  -1.4466  -2.0543  -5.9560
H  2.3108  3.7867  -2.8923
H  -1.9226  2.7460  3.1443
H  -4.8483  1.5441  -1.9781
H  5.0274  -0.0260  1.7543
H  -3.5573  -0.4785  -1.2688
H  -3.8374  -5.4994  0.3029
H  6.1119  -5.8054  -1.6145
H  4.7344  -2.0433  2.8778
H  0.3741  2.0592  -3.0148
H  -0.9288  7.5037  -2.2202
H  -2.1992  -6.9813  1.0192
H  0.3315  -4.5537  -0.6249
H  0.8117  -0.6632  -2.5964
H  -1.7861  7.3850  3.8589
H  5.4075  1.7077  0.1215
H  4.2236  1.3069  -2.0496
H  -3.7303  -1.2815  0.7163
H  -2.5519  5.1291  3.4929
H  -0.1515  7.8286  3.7333
H  -1.0036  -7.6849  -0.0934
H  1.5864  6.2371  3.2302
H  -5.5471  2.8997  1.1885
H  -2.8310  3.5749  -0.1234
H  -2.3078  -0.5004  2.4363
H  -2.5871  -7.1720  -0.7100
H  3.6662  -0.7087  3.4087
H  3.9836  -7.9248  1.9668
H  2.1941  3.8482  2.8769
H  -4.5210  -0.6592  -2.7371
H  6.5230  -4.0867  -1.7776
H  -1.4257  2.3837  -3.0998
H  1.7386  -7.0140  2.5000
H  -2.8043  3.4653  -3.2528
H  0.9718  -4.9347  1.4415
H  -2.0913  5.5981  -3.3190
H  -3.8478  1.6540  -3.4107
H  -5.9420  1.5750  3.2540
H  -4.2457  -0.1517  3.9069
H  3.7794  3.4993  -0.8475
H  3.1793  -2.3943  3.6507
H  -4.4366  3.2502  -0.7480
H  3.2099  -2.9263  -0.6502
H  6.6855  -4.8851  -0.2002
H  5.4548  -6.7254  0.4032
H  2.4362  -0.1105  -2.2460
H  0.5611  4.7183  0.6736
H  0.3915  7.0542  -0.1334

largest force on an atom = 0.78 eV Å⁻¹
total charge = +1
orbital gap = 7.73 eV
HOMO energy = -9.45 eV
energy above the lowest of the compared OMol25 structures with the same formula, charge and spin = 153.12 kJ/mol

---

(7)
C33H24N3O2OsP2SSe2 | wB97M-V/def2-TZVPD

Element x y z (Å)
Os  0.2654  -0.4444  0.3034
Se  4.1704  4.4767  2.9526
Se  -0.8214  1.5484  1.1131
S  0.7822  -1.2738  -1.6561
P  4.8221  2.5103  2.6192
P  1.0138  2.7642  1.4587
O  -1.6022  -3.8323  0.6907
O  -1.1553  -1.6467  0.6074
N  3.1540  -0.3206  0.5649
N  2.0210  0.4226  0.6475
N  4.1058  0.2823  1.1597
C  5.6588  -0.5453  5.1862
C  -0.6599  -2.0709  -2.2729
C  1.3895  5.9418  -1.7880
C  0.3736  5.3014  4.5150
C  -2.4921  -3.6132  -2.0661
C  6.2783  2.5484  0.2690
C  5.5084  0.2021  4.0314
C  5.3475  0.0106  6.4218
C  0.9103  3.4541  3.0894
C  0.0346  4.3677  -0.5818
C  -0.7951  -2.0951  -3.6570
C  7.5610  2.2292  2.2851
C  -2.6384  -3.6193  -3.4471
C  2.3895  4.6007  -0.0630
C  8.7283  2.2353  1.5360
C  7.4447  2.5518  -0.4743
C  5.0411  1.5155  4.1137
C  0.4758  4.7679  3.2403
C  0.1588  5.3446  -1.5565
C  8.6703  2.3937  0.1605
C  2.3304  1.5724  1.3340
C  0.7002  4.5260  5.6179
C  1.1271  3.2130  5.4607
C  2.5006  5.5704  -1.0443
C  4.8862  1.3144  6.5041
C  4.7312  2.0708  5.3506
C  -1.4198  -2.8656  0.0237
C  6.3340  2.3802  1.6502
C  -1.7948  -2.8606  -4.2412
C  1.1514  3.9978  0.1682
C  -1.5234  -2.8244  -1.4682
C  3.6550  1.4883  1.6533
C  1.2312  2.6677  4.1953
H  3.2526  4.3389  0.5374
H  -0.7056  5.6348  -2.1364
H  9.6826  2.1159  2.0293
H  1.5849  1.6507  4.0718
H  7.6101  2.1080  3.3594
H  5.7534  -0.2309  3.0699
H  7.4008  2.6751  -1.5478
H  0.6259  4.9495  6.6101
H  3.4584  6.0390  -1.2219
H  -0.9264  3.9013  -0.4145
H  -3.1340  -4.2137  -1.4354
H  4.3807  3.0942  5.4005
H  0.2518  5.3785  2.3751
H  5.3238  2.6743  -0.2294
H  -3.4133  -4.2209  -3.9009
H  5.4721  -0.5759  7.3220
H  0.0508  6.3244  4.6460
H  1.3880  2.6177  6.3246
H  -0.1080  -1.5285  -4.2703
H  4.6550  1.7495  7.4669
H  9.5822  2.3950  -0.4211
H  -1.9030  -2.8704  -5.3165
H  6.0240  -1.5608  5.1239
H  1.4831  6.7011  -2.5522

largest force on an atom = 0.77 eV Å⁻¹
total charge = +1
orbital gap (spin up / spin down) = 5.09 / 5.25 eV
HOMO energy (spin up / spin down) = -10.55 / -10.55 eV

---

(8)
C3H4FeLiO3 | wB97M-V/def2-TZVPD

Element x y z (Å)
Fe  3.2851  0.1766  -0.1532
O  -2.8069  0.3798  0.3282
O  0.3152  -0.6019  -0.8335
O  1.4987  -1.9371  0.4239
C  -1.7370  -0.1930  0.2802
C  1.5025  -0.8864  -0.1925
C  -0.5090  0.4139  -0.3310
Li  -3.9148  1.8129  -0.0452
H  4.8192  -0.0748  0.4705
H  -0.0176  0.9997  0.4687
H  -0.8067  1.1203  -1.1217
H  -1.6288  -1.2100  0.7056

largest force on an atom = 2.32 eV Å⁻¹
total charge = +1
orbital gap (spin up / spin down) = 7.37 / 7.76 eV
HOMO energy (spin up / spin down) = -12.01 / -12.40 eV
2S+1 = 5

---

(9)
C3H4N2 | wB97M-V/def2-TZVPD

Element x y z (Å)
N  -0.0829  -1.4400  -0.1627
N  -1.2333  -1.1215  0.2432
C  0.5815  0.8299  -0.0352
C  -0.6897  1.2692  -0.1863
C  0.8857  -0.5436  -0.0526
H  1.4382  1.5013  0.0744
H  1.8895  -0.9260  0.0181
H  -1.8814  -1.8237  -0.1606
H  -0.9076  2.2544  0.2618

largest force on an atom = 0.77 eV Å⁻¹
orbital gap (spin up / spin down) = 7.74 / 7.88 eV
HOMO energy (spin up / spin down) = -8.39 / -8.72 eV
energy above the lowest of the compared OMol25 structures with the same formula, charge and spin = 494.27 kJ/mol

---

- Among the records above, which one has the highest largest force on an atom?
  C4H10N2

---

- largest force on an atom of number 9 (C3H4N2)?
  0.77 eV Å⁻¹